1.
H10O5 | ωB97M-V/def2-TZVPD

Last column: Löwdin charge in e.
Atoms and positions in Å:
O1 -0.594 0.105 -1.189  -0.053
H1 -0.718 0.910 -1.713  0.094
H2 0.262 0.215 -0.762  0.004
O2 0.720 2.037 2.180  -0.060
H3 1.324 2.647 2.664  0.059
H4 1.199 1.590 1.471  -0.014
O3 -1.832 -0.743 1.134  -0.057
H5 -1.248 -0.705 1.877  0.014
H6 -1.334 -0.504 0.339  -0.023
O4 -1.221 -2.319 -1.979  -0.041
H7 -2.170 -2.121 -2.048  0.053
H8 -0.879 -1.494 -1.833  -0.092
O5 1.795 0.195 -0.002  -0.003
H9 2.531 0.679 0.363  0.068
H10 2.165 -0.494 -0.501  0.052

Calculated values
Energy above the lowest of the compared OMol25 structures with the same formula, charge and spin: 133.9 kJ/mol
E: -10399.462 eV
Charge: 0
Largest force on an atom: 4.2 eV Å⁻¹
Kohn-Sham gap: 0.376 Eh
HOMO energy: -10.37 eV
Structure (SMILES): O.O.O.O.O



2.
C29H28O7RuS5 | ωB97M-V/def2-TZVPD

Last column: Löwdin charge in e.
Atoms and positions in Å:
Ru1 -13.009 -12.569 9.043  1.303
C1 -12.804 -14.276 7.592  -0.366
C2 -11.538 -13.912 6.940  -0.199
C3 -10.579 -14.903 7.160  -0.149
C4 -11.200 -16.037 7.799  -0.162
C5 -12.569 -15.730 7.983  -0.164
C6 -13.600 -16.748 8.383  -0.032
C7 -10.571 -17.293 8.231  -0.016
C8 -9.153 -14.759 6.713  -0.019
C9 -11.266 -12.683 6.140  -0.038
C10 -14.053 -14.310 6.693  -0.082
H1 -13.571 -17.600 7.632  0.117
H2 -14.624 -16.378 8.405  0.080
H3 -13.325 -17.186 9.356  0.077
H4 -11.006 -18.107 7.603  0.106
H5 -10.818 -17.515 9.263  0.088
H6 -9.504 -17.306 8.060  0.072
H7 -8.994 -14.953 5.618  0.106
H8 -8.476 -15.428 7.228  0.068
H9 -8.846 -13.730 6.932  0.084
H10 -10.884 -12.988 5.129  0.116
H11 -10.480 -12.035 6.590  0.072
H12 -12.153 -12.048 5.987  0.059
H13 -13.941 -15.167 5.983  0.105
H14 -14.152 -13.374 6.112  0.057
H15 -14.977 -14.432 7.289  0.081
O1 -15.650 -11.682 11.599  -0.320
S1 -14.294 -11.381 12.054  0.559
O2 -14.032 -10.178 12.848  -0.321
O3 -13.295 -11.383 10.853  -0.488
C11 -13.746 -12.742 13.118  -0.183
C12 -13.915 -12.560 14.501  -0.050
C13 -13.487 -13.595 15.324  -0.070
C14 -12.870 -14.770 14.863  -0.061
C15 -12.717 -14.987 13.503  -0.063
C16 -13.187 -13.994 12.636  -0.206
S2 -12.994 -14.515 10.956  0.518
O4 -14.219 -14.095 10.257  -0.358
O5 -12.667 -15.918 10.967  -0.283
O6 -11.879 -13.639 10.500  -0.390
H16 -14.401 -11.673 14.943  0.129
H17 -13.575 -13.483 16.412  0.109
H18 -12.467 -15.502 15.546  0.103
H19 -12.206 -15.838 13.106  0.101
O7 -11.348 -11.604 8.613  -0.344
C17 -11.336 -10.169 8.633  -0.483
C18 -10.580 -9.450 7.433  -0.475
C19 -11.146 -8.612 6.482  -0.122
C20 -10.203 -8.203 5.502  -0.179
C21 -8.935 -8.670 5.788  -0.394
S3 -8.873 -9.574 7.279  1.049
C22 -12.800 -9.771 8.498  -0.406
C23 -13.491 -8.715 9.023  -0.074
C24 -14.917 -8.882 9.017  -0.138
C25 -15.324 -10.046 8.491  -0.290
S4 -13.937 -10.982 7.830  0.977
C26 -10.586 -9.607 9.931  -0.413
C27 -10.214 -8.291 10.264  -0.133
C28 -9.331 -8.232 11.399  -0.194
C29 -9.185 -9.433 12.021  -0.420
S5 -9.885 -10.716 11.122  1.048
H20 -12.179 -8.280 6.447  0.110
H21 -10.458 -7.614 4.609  0.108
H22 -8.024 -8.553 5.191  0.066
H23 -12.989 -7.853 9.439  0.123
H24 -15.575 -8.173 9.475  0.115
H25 -16.365 -10.424 8.383  0.101
H26 -10.531 -7.426 9.681  0.110
H27 -8.812 -7.315 11.673  0.101
H28 -8.634 -9.620 12.929  0.063

Calculated values
Multiplicity: 5
E: -101612.155 eV
Charge: 0
Largest force on an atom: 3.2 eV Å⁻¹
Kohn-Sham gap (alpha / beta): 0.221 / 0.233 Eh
HOMO energy (alpha / beta): -6.95 / -8.34 eV
<S²>: 6.035



3.
C4H4BrO4S2 | ωB97M-V/def2-TZVPD

Last column: Löwdin charge in e.
Atoms and positions in Å:
C1 -1.220 0.489 -0.297  -0.139
C2 -2.063 -0.031 -1.240  -0.481
C3 0.129 0.397 -0.719  -0.284
C4 0.290 -0.527 -1.705  -0.599
O1 1.273 1.097 1.618  -0.386
O2 2.656 0.064 -0.159  -0.341
O3 1.904 2.355 -0.440  -0.326
O4 1.474 -0.678 -2.307  -0.016
S1 -1.274 -0.888 -2.413  1.047
S2 1.611 1.034 0.141  0.560
Br1 1.308 -1.529 2.548  0.066
H1 -1.437 1.005 0.543  0.076
H2 -3.094 -0.181 -1.151  0.039
H3 1.465 -0.016 2.132  -0.286
H4 2.070 -0.683 -1.496  0.071

Calculated values
Energy above the lowest of the compared OMol25 structures with the same formula, charge and spin: 0.0 kJ/mol
E: -104117.452 eV
Charge: -1
Largest force on an atom: 3.2 eV Å⁻¹
Kohn-Sham gap: 0.303 Eh
HOMO energy: -5.48 eV



4.
C5H8O2S | ωB97M-V/def2-TZVPD

Last column: Löwdin charge in e.
Atoms and positions in Å:
C1 2.882 -0.329 0.101  0.005
C2 1.676 -0.679 -0.330  -0.179
C3 -2.226 0.109 0.424  -0.262
C4 0.333 -0.439 0.368  -0.209
C5 -0.489 0.526 -0.445  -0.331
O1 -4.685 -0.286 -0.144  -0.591
O2 -0.127 1.835 -0.585  0.008
S1 -3.420 0.186 -0.705  0.866
H1 3.780 -0.730 -0.338  0.047
H2 3.094 0.492 0.797  0.066
H3 1.344 -1.488 -1.033  0.120
H4 -2.003 -0.412 1.302  0.014
H5 -0.114 -1.413 0.453  0.109
H6 0.602 0.076 1.331  0.137
H7 -0.819 0.269 -1.410  0.088
H8 0.174 2.280 0.214  0.111

Calculated values
Energy above the lowest of the compared OMol25 structures with the same formula, charge and spin: 448.0 kJ/mol
E: -20240.285 eV
Charge: 0
Largest force on an atom: 5.9 eV Å⁻¹
Kohn-Sham gap: 0.337 Eh
HOMO energy: -9.19 eV